Computed, not measured: an isolated molecule of C2H5P in a non-equilibrium geometry, with wB97M-V/def2-TZVPD.

As for the HOMO energy: -9.453 eV. Its structure (SMILES) is C1CP1. The calculation puts the total energy at -420.49058 Eh. For the orbital gap, the calculation gives 0.3903 Ha. The value obtained for the LUMO energy is 1.2 eV.

Element x y z (Å)
C (-0.073, 0.562, 0.558)
C (0.410, -0.735, -0.065)
P (0.873, 0.911, -0.998)
H (-1.227, 0.725, 0.714)
H (0.441, 0.877, 1.406)
H (1.226, -1.292, 0.284)
H (-0.437, -1.055, -0.653)
H (-0.229, 0.941, -1.975)